A cluster of 3 separate species, CH5N2S in total at a distorted geometry. Source: the OMol25 dataset; level of theory: the ωB97M-V functional and the def2-TZVPD basis.

Positions of all 9 atoms, in Å:
C  -0.311616  1.087230  0.335944
N  -0.790756  1.655500  1.426235
N  0.521810  -1.521626  -0.804458
S  -0.991517  2.510653  -0.161307
H  0.058233  -0.362406  -0.132933
H  -0.267707  1.859992  2.251339
H  0.547939  -2.288868  -0.183608
H  1.471056  -1.178434  -1.260877
H  -0.237442  -1.762042  -1.470336

Cartesian forces, eV/Å:
-0.039 -2.582 0.860
-0.230 -0.944 -1.475
-0.065 3.638 -1.079
-0.358 1.611 -0.237
0.842 -0.244 -0.699
0.557 0.620 0.604
0.892 -0.960 0.885
-2.661 -1.574 1.146
1.063 0.435 -0.005

max |F| = 3.80 eV/A
ΔE to the lowest compared entry with this formula, charge and spin = 85.2 kcal/mol
gap between HOMO and LUMO = 9.1474 eV
charge = +1
electronic energy = -548.40172 Ha